(1)
42
Properties=species:S:1:pos:R:3 method="wB97M-V/def2-TZVPD" s2=0.7698 multiplicity=2 homo_energy_ev="-0.62 / -1.76" lumo_ev="3.71 / 3.70" gap_ev="4.3 / 5.5" total_energy_ev=-94224.735 charge=-2
C 0.3644 0.2847 -3.2555
C -4.7516 0.0687 1.1058
S 3.9134 -1.0270 1.1994
C -0.5595 0.2275 -2.2470
O 1.9061 1.3871 1.5258
N 1.1535 -0.3782 -0.6533
C -0.1725 -0.1130 -0.9293
H -6.1952 -0.0701 -0.1953
S 1.1469 -2.8782 1.5514
N -0.5005 -0.3351 1.3999
H -0.7631 -0.5709 3.4154
O 1.6501 1.2865 5.0040
H 3.0705 -0.4909 -1.3640
S 4.4655 -4.7296 2.1491
Sb 3.4051 -3.4232 0.6244
H -3.2399 -0.3612 3.3335
C -1.2837 -0.4063 2.4787
C -2.6520 -0.2912 2.4276
O -5.2379 -0.1487 -0.2163
C 1.7652 0.9357 3.8505
C 1.7154 0.0076 -2.9488
H -0.8871 -1.1599 -4.7252
H -2.9420 0.0822 -0.9169
C -1.0695 -0.1527 0.1655
H 0.7464 1.0308 -5.2303
Ti 1.6476 -0.6416 1.4611
C -2.4779 -0.0312 0.0514
C -3.2615 -0.0958 1.1669
O 4.1834 1.9389 -0.2920
H -1.5910 0.4886 -2.4511
H 3.3790 2.0871 0.2304
C -0.0741 0.6004 -4.6551
O -0.4848 -0.5712 -5.3734
H -5.0083 1.0853 1.4329
H -0.8954 1.3262 -4.6333
C 1.9577 1.9630 2.6916
H -5.2160 -0.6324 1.8090
H 2.4836 0.0524 -3.7081
O 2.0892 3.1499 2.8972
O 1.6880 -0.2882 3.4118
C 2.0456 -0.2957 -1.6497
H 4.4870 1.0900 0.0610



(2)
9
Properties=species:S:1:pos:R:3 method="wB97M-V/def2-TZVPD" homo_energy_ev="-9.99 / -9.99" lumo_ev="-2.49 / -2.49" gap_ev="7.5 / 7.5" total_energy_ev=-5239.171
H -2.0708 0.1456 1.2122
H -0.6377 0.4278 2.1889
C -1.1139 0.4857 1.2005
H 0.1999 -1.1195 -1.6067
C 2.3100 0.4011 0.1172
C 0.0356 0.4862 -1.2358
C -0.3661 0.4413 0.1018
H 0.5024 -1.9081 -1.7657
C 1.1406 0.6400 -0.2125



(3)
19
Properties=species:S:1:pos:R:3 method="wB97M-V/def2-TZVPD" homo_energy_ev="-8.12 / -8.20" lumo_ev="0.05 / -1.58" gap_ev="8.2 / 6.6" total_energy_ev=-22341.366
O -2.2869 -2.5024 -0.1715
C 2.4428 -1.7318 0.2133
H -0.4834 0.8289 -1.4122
C -1.2251 -1.8798 -0.0778
C -0.5419 1.8821 0.2647
H -1.3220 2.4439 -0.0537
H -0.1806 2.2191 1.2093
H -2.4298 -0.0584 -0.5018
H 0.1846 -3.3339 0.2870
C -0.3635 0.6097 -0.4108
C -1.4825 -0.3474 0.0316
H -1.5207 -0.0020 1.0584
C 1.1543 -1.4187 -0.0105
C 0.1185 -2.3273 0.0109
H 2.8428 -2.6774 0.3781
H 2.3314 1.5226 -0.9264
C 0.9531 -0.0322 -0.3100
S 3.5148 -0.3368 -0.0202
C 2.0935 0.5934 -0.4283



(4)
12
Properties=species:S:1:pos:R:3 method="wB97M-V/def2-TZVPD" s2=0.7639 multiplicity=2 homo_energy_ev="-11.78 / -11.52" lumo_ev="-6.13 / -6.15" gap_ev="5.6 / 5.4" total_energy_ev=-20426.211 charge=+1
O 2.4776 -0.8334 0.2669
C 1.7417 0.0801 -0.1731
Sn 3.6689 0.6107 0.7044
O -2.1195 -0.3896 0.2345
C -2.2664 1.3431 1.3180
H -1.9782 -2.3647 -0.3329
C -0.0953 -1.4068 -0.5038
O -1.6996 1.9402 0.4612
O 0.4893 -0.1497 -0.5947
C -1.4467 -1.4093 -0.2405
Li -0.8043 1.2865 -1.1552
O 2.0327 1.2929 0.0152



(5)
200
Properties=species:S:1:pos:R:3 method="wB97M-V/def2-TZVPD" s2=0.7550 multiplicity=2 homo_energy_ev=-6.14 lumo_ev=-2.30 gap_ev=3.8 total_energy_ev=-320990.458 charge=-1
H -4.8023 1.8562 5.0002
C 0.6204 0.4882 -4.9422
H -5.0804 -0.9639 -0.4418
O -4.9236 3.9559 -1.7490
N 3.6179 2.6222 5.0512
O 0.6013 -4.2754 -1.9846
N -3.7799 -4.5012 2.1984
O 4.4758 9.5783 0.1646
F 3.4889 -1.6710 -1.6839
O -1.5528 2.6164 -1.7846
H 1.3918 -1.6875 1.4506
O 4.4781 9.6736 2.7184
H 4.7477 1.8585 3.8690
C -5.1681 0.7360 2.8997
O -2.2963 -4.5128 0.0613
S 2.6350 3.6065 5.5016
C 0.0490 -4.0700 5.2329
S 2.0607 5.5392 -5.8396
O -3.2955 -4.4209 -3.7603
O 1.9465 8.5437 1.7791
H 2.3205 0.8687 -1.2698
H 4.5685 3.9679 3.1348
N 1.1978 -3.1073 5.6972
O 3.4379 5.2863 -6.1926
H -1.4188 1.4518 -6.4429
H 5.9066 -0.4779 3.5886
C 0.6477 -0.4386 -7.3958
N 2.0274 1.5107 -6.7060
O 2.1509 2.2694 -7.8680
O 2.3858 6.9978 -0.2232
C -5.3367 -0.8224 2.9511
C 1.5732 -4.7769 -1.4043
S 4.1285 2.3481 6.6445
H 0.6452 2.3601 -0.4305
H -0.3579 -0.8170 -7.5794
H -4.9850 -5.0982 7.4039
H 3.1477 -5.9298 -1.7925
O 7.1437 -3.0291 -1.9767
H 3.7629 -5.1235 -3.8551
C 4.9201 2.4504 1.8371
H 4.5812 2.7782 -6.9494
S 2.7482 7.4445 1.1934
H -0.5446 1.7804 -7.8756
C 3.3670 1.1521 -6.0474
O 0.3541 -1.4023 4.2816
S -4.3187 2.9471 -0.9068
H 5.9456 4.2760 2.1116
H 5.1734 2.1161 -5.4563
H -1.6394 -1.9407 -0.6026
C 1.6576 -0.7518 6.2150
H 3.4499 -0.8925 -6.7687
H 1.5990 -6.3964 0.2219
C 4.2584 2.3696 -5.9918
O -3.6393 3.4017 0.3174
F 1.1942 5.1015 -7.1417
S -3.4566 -1.4483 -5.4303
H 0.2665 -2.6495 0.4484
C 1.4733 -5.3291 0.0395
H 1.6949 -0.4083 -3.2877
N -5.5579 -0.3163 -2.3807
H 3.5999 -4.5068 -1.8734
C -6.7165 0.3151 -3.2131
H 1.1799 -1.2812 -6.9543
F -5.7124 2.3507 -0.3501
O 1.3530 3.2246 6.0963
C 1.8626 -0.1289 -4.3279
H 0.3532 1.3537 -4.3359
C 4.0279 0.0290 -6.8388
H -5.4906 -3.3114 3.8897
C 1.7385 0.5879 -0.3920
H -0.2302 -0.1150 -4.6249
O 5.6197 -0.9315 -1.0552
N 5.3602 1.5888 3.1125
H 6.2963 1.7950 3.4307
H 5.0898 -0.2129 -6.7944
H -4.9921 -1.0149 -2.8412
H 3.1420 1.5569 -3.8492
O 3.1726 4.8999 5.8528
H -4.6051 -2.5809 6.6536
S -3.6733 -4.6470 0.5557
O -1.7171 -2.5703 -3.7879
C 1.2679 1.8630 0.3132
C -4.8325 -3.3616 5.9278
H -0.1120 -2.3015 2.0076
H -5.7649 2.1750 -3.5307
H 1.1861 -3.2078 6.7021
C -5.4939 -4.7173 6.5184
O 5.1267 3.2442 7.2795
C -5.9812 -0.8758 -1.0491
H -0.1039 -3.9002 4.1671
C 0.3528 -1.8183 1.1482
C -3.3236 -1.4975 4.2985
H -4.7574 -0.0986 6.1682
H 5.5423 -0.2645 1.9515
O -1.5715 -5.4643 2.8827
S 4.6593 8.9096 1.4805
N 2.8035 -5.0559 -2.1637
O -3.1318 2.6591 -3.6643
F 2.3709 6.1846 2.1232
H 1.1458 -0.1838 -8.3313
H 1.8764 0.1273 2.6289
H 2.4735 0.1055 0.2523
H -3.0087 -1.6745 5.3268
N 4.3700 7.4256 1.5485
F 2.1864 3.9853 4.0149
F -2.1867 0.6268 -2.9530
O -3.2952 -7.0358 1.9586
H 0.7543 3.6835 2.1510
H -4.1750 0.9327 2.4958
C 0.5980 1.6162 1.6069
C 0.7080 0.7735 -6.4635
H -6.4063 -1.8572 -1.2596
O 1.5971 6.1817 -3.0966
N 1.4207 4.3502 -4.8066
N -3.8324 1.4554 -1.5589
H -4.9498 -1.3769 2.0961
F 6.2597 8.7227 1.5025
H 3.8756 3.1318 -5.3131
H -4.8602 0.3865 -2.1823
C 2.6887 -5.0854 -3.6739
H 2.0910 2.5767 0.3496
H 2.1388 -3.4052 5.4829
H -6.4046 1.5994 4.3981
S -3.1075 -2.9776 -3.6512
H 2.7259 -0.9587 6.2775
O 6.5658 -3.9778 0.2966
H -7.2394 2.0044 -4.3367
O -2.7049 -2.3653 -6.3264
H 0.4619 -5.0634 5.4083
H 2.2814 1.8891 2.9853
H -3.0186 -2.1993 3.5222
H -0.7402 2.9568 2.9158
F -4.8098 -1.3616 -6.1991
O 4.4499 1.9363 0.7963
S -2.7616 2.0371 -2.4029
C 3.0553 0.7142 -4.5351
H -0.5988 3.3294 1.2062
F 6.3943 -5.3725 -1.5741
C -0.4333 1.7608 -6.7915
H -5.5023 -5.5435 5.8074
H -5.8918 1.2041 2.2326
O -7.8365 -0.1464 -3.0562
O 1.5983 6.9351 -5.8017
H 2.0561 -1.1077 -4.7670
O -4.6252 -5.5726 -0.1132
H -0.1927 2.7596 -6.4275
O -3.1715 -0.0220 -5.3808
O 3.2284 1.6258 7.5305
S 1.8997 4.8451 -3.5217
H -2.9277 -0.5332 3.9800
C -6.3314 1.4457 -4.1098
H -3.8955 -3.6856 5.4749
C -0.3796 -0.6481 0.4516
N -4.8950 -1.2571 4.3829
H -6.5019 -4.3370 6.6843
N 4.8750 -3.6501 -1.3810
C -5.4065 1.1619 4.4162
H -6.4397 -0.3190 5.6114
S 4.7437 -2.0389 -0.7477
C 0.9729 -1.6658 5.2724
H -0.9480 -3.9174 5.6462
F 0.9902 3.9231 -2.5566
H -2.1408 -0.2781 -0.7727
H 4.1972 -0.3997 3.1246
H -5.8924 1.1576 -5.0649
C 1.5106 1.1352 2.8253
S 6.2608 -3.8061 -1.1166
N -0.5474 0.6327 1.2623
C -1.7732 -1.0091 -0.0526
H 1.1044 -0.9241 7.1382
F -3.5350 -5.8405 4.0152
H 2.2107 -4.1528 -3.9736
F -4.3973 -3.2025 0.2808
H 0.0647 0.4075 -1.5440
H 3.9461 0.1419 -4.2760
C 5.1857 0.0213 2.9411
C -5.5503 -2.6515 4.7552
F 5.1571 1.1336 6.2582
S -3.0030 -5.7118 2.5394
C 0.5308 -0.2416 -0.8028
H 2.2540 -4.7742 0.5597
H 0.5337 -5.0091 0.4899
H 3.9002 0.2411 -7.9003
O -1.5995 0.6632 2.1437
H 1.0054 1.0779 3.7894
O 3.2387 4.3406 -3.1358
H -6.6797 -0.2068 -0.5465
H 2.2289 -5.9863 -4.0801
H 0.8114 -1.1203 -1.3835
H -2.4346 -1.1438 0.8033
F -3.3387 -2.7577 -2.0356
H -6.3840 -1.1192 3.0071
O 4.1238 -1.9868 0.5516
C 4.9296 3.8813 2.1100
C -0.0516 2.9540 2.0709
C -5.4104 -0.1470 5.2968
H -6.6008 -2.5317 5.0198
N -4.2444 -2.0430 -3.9748
H 1.5465 0.3103 5.9967
H 4.2579 4.5082 1.5235



(6)
79
Properties=species:S:1:pos:R:3 method="wB97M-V/def2-TZVPD" homo_energy_ev="-5.26 / -3.84" lumo_ev="0.21 / -0.54" gap_ev="5.5 / 3.3" total_energy_ev=-76072.523
H -3.6836 -0.0406 -1.7542
O -1.1560 1.1131 0.1876
C -0.5691 -0.8637 3.7787
C -0.2406 0.1486 -4.3513
C -3.8375 -4.0691 0.3948
Cl 1.3493 -2.4674 1.7166
H -3.0347 1.8175 -3.5153
H 4.3302 -0.2142 -1.7173
H -0.3998 0.0268 -7.7176
C 1.2958 0.7914 -6.6056
C -3.9650 -2.7700 0.9205
H 2.7730 1.5207 -5.1640
H 3.6521 -0.1054 -0.0711
H -2.7372 -0.9465 4.0338
H -0.7821 2.5631 5.5918
H 3.4718 -2.9118 -2.7410
O 0.4818 2.1618 -2.3174
H 1.1399 2.9950 0.4847
C 2.5675 4.6007 1.9081
H 2.1908 5.0711 2.8253
C -3.7521 0.8455 -1.1034
H 3.3601 -2.5577 -1.0468
C -1.6435 -4.3176 1.3659
H 0.9557 -3.3743 4.7410
H -2.9813 -1.2069 2.0448
C -0.7288 1.5866 5.1109
Cl -1.2896 -1.7161 -1.4393
H 3.6314 1.3124 -1.1899
C 3.4911 0.2161 -1.1343
H 1.4617 1.5776 5.0703
H 2.1591 -3.5594 -1.8144
C 2.7528 -2.6572 -1.9531
C -1.9149 0.8981 4.8056
H -0.7758 -3.8668 4.9332
H 1.5818 -0.5397 3.7716
H -2.5639 -5.8393 0.1453
N -2.6774 1.7897 -1.4175
C 1.9184 -1.4320 -2.2184
H -1.1106 2.9322 -0.7904
C -2.7576 2.5021 -2.6960
H 0.2609 -4.6779 3.6887
H -4.7046 1.3575 -1.2939
C 0.5340 1.0734 4.7650
C 1.7968 1.0279 -5.3223
La 0.6753 -0.6198 -0.0392
C 1.3668 1.3620 -2.8526
C 0.9871 0.7776 -4.2287
H -4.6435 -4.4804 -0.2089
H 1.9096 1.0135 -7.4837
O 1.7041 1.1637 1.2182
H -1.7816 2.9611 -2.9031
C -2.6733 -4.8364 0.5849
H 4.2827 3.1517 3.1374
H -3.5193 3.2927 -2.6484
C -2.9142 -2.2303 1.6677
C -1.7804 -3.0376 1.9617
H -0.8289 -0.0577 -3.4398
C 3.3883 2.5384 3.0222
C -1.8346 -0.3415 4.1651
C -1.6099 1.9594 -0.6514
H 1.9330 4.9052 1.0757
P -0.4713 -2.4917 3.0452
H -0.7294 -4.8960 1.5443
H 2.8615 2.4973 3.9861
C 0.6083 -0.1238 4.0571
H -2.8965 1.3072 5.0822
H -4.8781 -2.1775 0.7605
H 2.4063 1.8490 -2.9205
H -3.6805 0.5588 -0.0469
H 1.1213 -1.6715 -2.9283
H 3.5822 4.9692 1.7267
C 0.0007 0.2477 -6.7228
H 3.6715 1.5258 2.7144
C -0.7933 -0.0780 -5.6086
C 0.0561 -3.7341 4.2178
C 2.1125 -0.1706 -1.6932
H -1.8000 -0.5071 -5.6818
N 2.5555 3.1435 1.9864
C 1.7619 2.4349 1.1942



(7)
31
Properties=species:S:1:pos:R:3 method="wB97M-V/def2-TZVPD" homo_energy_ev=-9.10 lumo_ev=-2.02 gap_ev=7.1 total_energy_ev=-37323.092
O 1.9854 -2.7964 -0.7186
H 4.0686 -0.9592 2.0002
O -4.8835 3.2838 -0.9578
H 5.4785 -1.8336 1.3920
H -1.0667 3.9670 -0.8142
O 1.8888 1.6693 -0.2662
Pd 0.0127 -2.3022 -1.1603
C -0.3997 1.9436 -0.7405
H 4.2907 -2.7019 2.3769
O 0.1333 -0.3747 -0.4693
C -1.3604 2.9317 -0.8343
H 2.2563 -1.8500 2.2930
C -3.0626 1.2578 -1.0090
H -0.0179 -1.7082 1.7238
C 4.4298 -1.9200 1.6312
H -4.1055 0.9948 -1.1136
O 3.7829 -2.2702 0.3971
N -3.7155 3.6383 -0.9157
N 1.0040 2.4316 -0.6226
C -0.7523 0.5568 -0.7316
O -3.3513 4.8033 -0.8592
C -2.6820 2.5825 -0.9259
H 0.2619 -3.2426 2.2783
O -3.6949 -1.4777 -0.7228
C -2.1192 0.2639 -0.9545
C 2.4881 -2.4584 0.3665
N 1.8307 -2.3351 1.5311
C -2.5966 -1.1511 -1.1002
O 1.2051 3.6130 -0.8889
N 0.4700 -2.5694 1.5633
O -1.7785 -1.9867 -1.7480



(8)
8
Properties=species:S:1:pos:R:3 method="wB97M-V/def2-TZVPD" homo_energy_ev="-9.47 / -8.96" lumo_ev="-0.92 / -2.81" gap_ev="8.5 / 6.2" total_energy_ev=-26814.157
O -1.1530 -1.3571 1.2760
I -2.7872 0.8897 -0.3518
F 1.1844 1.7829 0.5048
C 1.5322 0.6375 0.0641
S -1.0498 -0.8100 -0.0664
H 1.5959 0.6182 -1.0874
O -1.1057 -1.6795 -1.2261
H 1.7833 -0.0816 0.8869



(9)
9
Properties=species:S:1:pos:R:3 method="wB97M-V/def2-TZVPD" homo_energy_ev=-9.69 lumo_ev=-0.62 gap_ev=9.1 total_energy_ev=-8634.587
C -0.1999 -0.2165 -0.0816
H 1.2118 0.6899 1.2735
N -0.7402 -2.2363 -0.7472
N 0.3004 -1.3782 -0.4003
H 0.2793 2.0640 0.6192
C 0.7221 1.0956 0.3879
H 1.3719 1.1875 -0.4833
N -1.0758 0.6165 0.1046
O -1.8567 -1.7865 -0.6956



(10)
14
Properties=species:S:1:pos:R:3 method="wB97M-V/def2-TZVPD" s2=0.7538 multiplicity=2 homo_energy_ev="-13.17 / -13.16" lumo_ev="-3.66 / -9.16" gap_ev="9.5 / 4.0" total_energy_ev=-6783.765 charge=+1
O -1.2175 0.5093 -0.7794
H 1.5872 -1.8469 0.4655
C 0.3094 2.4601 -0.9191
H -1.8490 2.1068 -1.6377
C 0.5848 -1.5820 0.8745
H 0.6026 -0.9260 1.6454
H 0.0395 -3.2995 1.9527
H 0.1868 3.3648 -0.3219
H -1.1960 -2.7616 0.9869
C -0.9818 1.5916 -1.1584
H 0.8335 2.5433 -1.8767
H 1.1122 1.8243 -0.2327
N -0.2321 -2.8179 1.0985
H 0.2204 -1.1664 -0.0976



(11)
16
Properties=species:S:1:pos:R:3 method="wB97M-V/def2-TZVPD" homo_energy_ev=-11.18 lumo_ev=1.14 smiles=CC.CC gap_ev=12.3 total_energy_ev=-4341.357
H -0.1133 -0.8823 1.7291
C -0.5099 -2.3553 0.0415
H 1.1333 2.0773 0.5673
C 0.5832 1.5663 -0.1992
C 0.3954 -1.6028 1.0487
H 0.0603 0.7874 0.3349
H 1.2850 1.1167 -0.9715
H 0.6446 -2.3945 1.7277
C -0.4868 2.4394 -0.8642
H 0.0588 2.6103 -1.7482
H 1.2755 -1.3784 0.4399
H -1.4912 2.0765 -1.1653
H 0.0076 -2.9988 -0.6385
H -0.4375 3.3998 -0.4758
H -1.1349 -3.0350 0.5575
H -1.1803 -1.6642 -0.5175



(12)
15
Properties=species:S:1:pos:R:3 method="wB97M-V/def2-TZVPD" homo_energy_ev=-9.13 lumo_ev=0.65 gap_ev=9.8 total_energy_ev=-22821.152
H -1.6199 -0.0982 -3.1925
O -1.4177 -1.1192 -0.9466
C -0.2245 0.0261 2.0190
H -1.2728 -0.0073 1.7486
C -0.7390 -0.2044 -1.3736
N -0.8658 0.2724 -2.6420
O 1.9266 -0.5127 1.0174
H 2.1999 0.3434 1.3821
Cl 1.4404 1.3662 -1.1587
H -0.4362 1.1321 -2.9345
H 0.0740 1.0575 2.1940
H -0.0726 -0.5481 2.9330
H 0.2756 -1.5632 0.5766
C 0.5946 -0.5899 0.9330
N 0.1375 0.4455 -0.5558



(13)
37
Properties=species:S:1:pos:R:3 method="wB97M-V/def2-TZVPD" s2=6.0085 multiplicity=5 homo_energy_ev="-11.90 / -11.88" lumo_ev="-3.77 / -4.16" gap_ev="8.1 / 7.7" total_energy_ev=-62277.933 charge=+1
H -3.7699 -1.3917 2.3809
H 1.8739 1.6576 -1.5458
N 0.0085 -1.1532 1.0678
C -3.1346 -1.3733 -1.3582
C -0.0202 4.2698 -0.5606
H -5.2615 -1.3642 -1.6543
C 1.0786 3.5967 -1.0697
H -2.8930 -1.3910 -2.4135
H 5.2823 -1.3717 -1.6463
C -4.7097 -1.3768 0.4290
C -2.3506 -1.3221 0.7977
H -1.9177 1.5445 0.0296
C 1.0314 2.2181 -1.1588
C 2.3703 -1.2939 0.8031
H -5.7245 -1.3617 0.7981
C -1.1721 -1.2389 1.7531
N -0.0300 1.5002 -0.7838
N -2.1071 -1.3327 -0.5154
O 1.3619 -1.2190 2.9489
C -1.1194 3.5305 -0.1570
H 2.9154 -1.3547 -2.4079
C 1.1894 -1.2174 1.7566
H 5.7430 -1.3674 0.8065
C 4.7289 -1.3694 0.4364
C 3.1565 -1.3455 -1.3521
H -1.9960 4.0148 0.2375
Fe 0.0046 -0.7481 -1.0509
H 1.9510 4.1313 -1.4025
C -4.4561 -1.3753 -0.9353
O -1.3480 -1.2488 2.9463
H 3.7868 -1.3644 2.3868
C 4.4764 -1.3664 -0.9279
N 2.1282 -1.2989 -0.5095
H -0.0146 5.3437 -0.4716
C -1.0799 2.1537 -0.2821
C 3.6588 -1.3462 1.3160
C -3.6406 -1.3672 1.3102